# 1
Formula: C24H31Cl28IN5O5S
Source: OMol25
Level of theory: ωB97M-V/def2-TZVPD

- Frontier orbital gap: 0.32785 Ha
- Maximum force: 8.51 eV Å⁻¹
- Total charge: +1

```
95
Properties=species:S:1:pos:R:3:forces:R:3:lowdin_charge:R:1
C 2.0057 -3.3066 3.4400 0.0 0.8 -0.5 -0.117
C 1.2722 -1.8811 3.7433 0.4 -0.6 -1.6 -0.217
C 0.9014 -1.2616 2.2737 0.6 0.1 1.1 -0.192
C 2.1127 -0.2778 1.8160 0.5 -1.7 1.0 -0.185
N 2.0291 0.1137 0.3708 -2.5 -0.2 -0.4 0.025
C 0.7257 -0.1235 -0.2323 -3.8 0.6 -1.5 -0.186
C -0.5934 0.6627 -0.2554 2.8 -0.5 1.0 -0.055
C -0.5761 2.0450 0.4795 1.1 0.6 0.3 -0.105
C 0.6014 3.0244 -0.1005 -1.1 1.4 -0.1 -0.184
C 0.8491 2.8467 -1.6753 1.3 -0.6 0.6 -0.227
S 1.3833 4.4544 -2.4925 -0.9 5.1 -0.9 0.719
O 0.2730 4.9876 -3.3540 3.0 -2.5 2.1 -0.352
O 1.8839 5.4686 -1.5038 -0.8 -3.5 -1.8 -0.395
O 2.6840 4.1617 -3.5489 -1.4 -0.6 1.8 -0.204
N -1.6535 -0.0165 -0.9774 7.8 -3.3 0.8 0.046
N -2.9377 0.3031 -1.2637 -2.6 -0.5 0.2 -0.053
C -3.9151 -0.8483 -1.0415 -0.5 -0.9 -0.8 -0.066
C -3.5654 1.4370 -0.5882 -1.6 5.2 0.3 -0.380
C -3.8545 1.4643 1.0136 1.7 -1.3 -0.6 0.004
O -3.9402 2.4388 -1.2408 1.7 -4.1 1.8 0.099
C -0.9459 -1.2117 -1.4419 0.8 -0.8 -0.3 -0.019
C -1.3979 -2.4348 -2.3515 -0.4 -0.4 -0.2 -0.131
N -0.6149 -2.5660 -3.6403 -0.2 -0.3 1.4 -0.122
C -0.3696 -4.0247 -3.8479 -0.4 -0.9 -1.0 -0.144
N 0.4380 -1.3195 -1.0107 -3.1 3.6 1.0 0.002
C 1.4504 -2.3799 -1.2446 0.4 0.0 0.6 -0.116
C 2.4724 -2.0604 -2.4495 2.3 -4.1 -0.1 -0.715
O 3.3253 -2.9416 -2.6972 -3.6 4.0 0.9 -0.022
I 2.3623 -0.1795 -3.5273 0.0 -0.8 0.4 0.924
H 2.2561 -3.8794 4.3930 -0.3 0.7 -1.4 0.080
H 1.3734 -3.9409 2.7056 0.8 0.9 1.5 0.066
H 2.9740 -3.0664 2.8512 -1.4 -0.5 1.1 0.077
H 2.0289 -1.1757 4.2297 -1.3 -1.0 -0.3 0.087
H 0.3075 -2.0212 4.3335 1.6 0.3 -0.6 0.045
H -0.1009 -0.7110 2.3422 1.4 -0.7 -0.3 0.090
H 0.8197 -2.1891 1.5856 0.0 1.8 0.8 0.095
H 3.0647 -0.9325 1.9169 -1.4 1.2 -0.1 0.125
H 2.2643 0.6077 2.5369 -0.6 -1.2 -1.2 0.070
H 2.4000 1.0522 0.1826 -0.4 -0.7 0.0 0.103
H -1.5120 2.6802 0.5030 0.9 -1.2 -0.3 0.108
H -0.2741 1.8660 1.5844 -0.7 0.1 -1.7 0.122
H 0.2125 4.1060 0.0438 0.7 -1.7 0.0 0.126
H 1.5520 2.9631 0.5397 -1.3 0.0 -1.2 0.119
H -0.0650 2.4866 -2.2549 1.4 0.5 0.7 0.117
H 1.7652 2.1519 -1.7852 -1.7 0.9 -0.3 0.026
H 3.5132 4.0572 -3.0202 -0.8 0.3 -0.3 0.095
H -3.4715 -1.6188 -0.3271 -0.5 1.0 -1.0 0.067
H -4.1700 -1.3125 -2.0688 0.5 0.6 1.8 0.083
H -4.9170 -0.4910 -0.6144 1.7 -0.2 -0.6 0.082
H -2.8928 1.0236 1.4901 -1.6 0.6 -0.5 0.075
H -3.9668 2.5299 1.3960 -0.2 -1.5 -0.9 0.106
H -4.7088 0.7611 1.2884 1.0 1.2 -0.4 0.090
H -1.1667 -3.4065 -1.7651 -0.6 1.7 -0.6 0.129
H -2.5007 -2.4516 -2.6451 1.4 0.2 1.0 0.117
H -1.1865 -2.1535 -4.3929 0.6 -0.5 0.4 0.116
H 0.0739 -4.2125 -4.8912 -0.7 0.4 1.6 0.110
H -1.3609 -4.6103 -3.7525 1.5 0.6 -0.3 0.096
H 0.3508 -4.4888 -3.0967 -0.9 1.0 -1.0 0.010
H 2.1026 -2.4144 -0.2884 -1.0 0.2 -1.6 0.149
H 0.9693 -3.4180 -1.3162 0.7 1.8 -0.4 0.065
C -2.8083 -3.4135 3.9541 -0.1 -0.3 0.3 -2.013
Cl -1.8173 -4.8457 3.6052 -0.1 0.3 0.0 0.533
Cl -2.8483 -2.3585 2.5214 0.0 0.0 0.0 0.486
Cl -4.4607 -3.9196 4.3599 0.4 0.1 -0.1 0.542
Cl -2.1082 -2.5261 5.3240 -0.2 -0.1 -0.3 0.553
C 2.5276 2.2905 5.6495 0.2 0.0 0.2 -2.000
Cl 1.0109 2.0849 4.7417 0.1 0.0 0.1 0.510
Cl 3.8291 1.3832 4.8470 -0.7 -0.2 0.3 0.489
Cl 2.9546 4.0136 5.7036 -0.1 -0.3 -0.1 0.532
Cl 2.3139 1.6808 7.3031 0.0 0.1 -0.4 0.544
C -7.2608 -3.0697 -0.9993 -0.3 -0.1 0.0 -2.014
Cl -8.2504 -1.5949 -0.9938 0.3 -0.2 0.0 0.534
Cl -6.4687 -3.2461 -2.5810 -0.1 0.0 0.2 0.523
Cl -6.0235 -2.9564 0.2733 -0.2 -0.1 0.0 0.521
Cl -8.2951 -4.4794 -0.6947 0.3 0.3 -0.1 0.546
C 1.5625 8.4123 1.2519 0.0 0.2 -0.3 -2.023
Cl 2.0021 6.8359 1.9484 0.0 0.1 0.0 0.492
Cl -0.0149 8.9223 1.8918 0.3 -0.1 -0.1 0.513
Cl 2.7949 9.6153 1.6874 -0.2 -0.2 0.0 0.521
Cl 1.4682 8.2724 -0.5150 0.0 0.1 0.5 0.551
C 0.6861 -7.6957 -1.2602 0.0 -0.5 0.0 -2.008
Cl -0.8155 -7.8932 -2.1888 0.3 0.1 0.2 0.526
Cl 1.9951 -8.5964 -2.0506 -0.3 0.3 0.2 0.546
Cl 1.1145 -5.9700 -1.1890 0.1 -0.2 0.2 0.541
Cl 0.4505 -8.3142 0.3876 0.0 0.2 -0.3 0.530
C 7.2750 2.7612 2.9499 0.2 0.2 0.1 -2.019
Cl 8.6539 3.8800 2.9664 -0.3 -0.2 0.0 0.535
Cl 7.8337 1.1259 3.3631 -0.1 0.2 -0.1 0.520
Cl 6.0658 3.2908 4.1387 0.6 0.2 -0.4 0.471
Cl 6.5440 2.7455 1.3293 0.1 0.0 0.2 0.498
C -1.6103 3.8404 -6.4162 0.0 0.2 0.0 -2.026
Cl -0.0292 3.0304 -6.4845 -0.2 0.1 0.0 0.504
Cl -2.3547 3.5518 -4.8292 0.0 0.0 -0.2 0.509
Cl -1.3923 5.5853 -6.6592 0.0 -0.4 0.1 0.538
Cl -2.6637 3.1912 -7.6914 0.2 0.1 0.2 0.517
```
Positions in Å, forces in eV/Å.

# 2
Formula: C24H31F26NO6S
Source: OMol25
Level of theory: ωB97M-V/def2-TZVPD

- SMILES string: CC[C@H](F)N(CCCCCOC)S(=O)(=O)F.FC(F)C(F)(F)COC(F)(F)C(F)F.FC(F)C(F)(F)COC(F)(F)C(F)F.FC(F)C(F)(F)COC(F)(F)C(F)F
- Frontier orbital gap: 0.37959 Ha
- Maximum force: 2.68 eV Å⁻¹

```
89
Properties=species:S:1:pos:R:3:forces:R:3:lowdin_charge:R:1
C -1.6138 -1.4722 -0.7588 -0.8 -0.4 0.2 -0.079
C -3.0792 -1.8040 -0.4530 0.8 0.6 -0.5 -0.167
C -3.9805 -0.7652 -1.1013 0.3 -1.0 2.3 -0.395
F -3.6032 -0.6356 -2.3769 -0.2 0.6 -1.1 0.064
N -3.8186 0.5187 -0.3594 -1.0 -0.6 0.0 -0.129
C -4.0307 1.7382 -1.2066 0.9 0.9 0.6 -0.168
C -2.6917 2.4588 -1.3888 0.1 -0.7 -0.1 -0.168
C -2.0233 2.1742 -2.7234 0.0 -0.2 0.7 -0.186
C -0.6034 2.7089 -2.8460 -0.8 1.1 -0.7 -0.154
C -0.3517 4.0938 -2.2426 0.2 -0.6 0.1 -0.211
O 0.5129 3.9492 -1.1238 0.2 0.0 -0.3 -0.188
C 1.6517 4.7787 -1.1827 -0.2 -0.3 0.5 -0.110
S -4.9639 0.6353 0.8494 -0.4 0.6 -0.7 0.549
O -6.2677 0.7154 0.3336 -1.6 -0.9 -1.0 -0.230
O -4.6204 1.6429 1.7396 1.5 1.5 1.6 -0.203
F -4.8967 -0.6946 1.6466 0.5 -0.6 -0.4 -0.117
H -1.0140 -2.2191 -0.2706 0.6 -0.1 0.2 0.075
H -1.4244 -0.4947 -0.3486 0.5 0.4 0.1 0.066
H -1.4018 -1.4801 -1.8134 0.1 0.0 -0.4 0.069
H -3.1674 -1.7744 0.6192 -0.4 -0.1 0.3 0.097
H -3.3525 -2.7833 -0.8114 -0.1 -0.4 -0.1 0.116
H -5.0137 -1.0778 -1.0058 -0.5 0.0 -0.7 0.140
H -4.6571 2.4226 -0.6636 -0.4 0.2 0.2 0.101
H -4.5433 1.5335 -2.1328 -0.1 -0.4 -0.3 0.130
H -2.0469 2.0932 -0.6027 0.3 0.0 0.4 0.121
H -2.8150 3.5072 -1.1800 -0.2 0.5 -0.2 0.103
H -2.6797 2.5190 -3.5107 0.0 0.2 -0.4 0.116
H -1.9583 1.0989 -2.8033 -0.1 -0.4 -0.3 0.097
H 0.1275 2.0350 -2.4572 0.2 -0.4 0.5 0.076
H -0.3925 2.7958 -3.9030 0.2 -0.2 -0.4 0.107
H 0.0971 4.7189 -3.0008 0.4 0.3 -0.2 0.109
H -1.2574 4.5981 -1.9318 -0.3 0.1 0.1 0.109
H 1.4251 5.7500 -0.7643 0.1 0.5 0.0 0.085
H 2.4141 4.3145 -0.5737 0.2 -0.1 0.3 0.079
H 2.0553 4.8626 -2.1827 0.0 0.1 -0.4 0.083
C 5.2145 0.0982 -3.7578 0.3 0.3 -0.6 -0.043
C 5.8386 -0.8949 -2.7658 -0.2 0.6 0.2 -0.434
C 5.2293 -2.2964 -2.7158 0.1 -0.5 0.1 -0.295
F 3.9242 -2.2646 -2.3730 0.2 -0.1 -0.1 0.095
F 5.8775 -3.0271 -1.7795 0.0 0.1 0.0 0.098
F 5.8523 -0.3367 -1.5300 0.0 -0.1 -0.1 0.112
F 7.1355 -1.0480 -3.1391 0.0 -0.2 -0.2 0.115
O 4.2575 1.0086 -3.2542 0.0 -0.3 0.6 0.054
C 2.9487 0.6202 -3.1269 0.4 0.0 -0.7 -0.538
C 2.5062 0.5661 -1.6634 -0.2 0.1 0.4 -0.274
F 3.3007 -0.2538 -0.9477 -0.1 0.1 0.0 0.102
F 1.2445 0.0806 -1.5981 0.0 0.0 -0.1 0.095
F 2.7351 -0.5419 -3.7710 -0.4 0.0 0.1 0.146
F 2.2056 1.5565 -3.7536 -0.2 0.1 0.1 0.147
H 6.0348 0.7358 -4.0804 0.1 0.0 0.1 0.151
H 4.8610 -0.3990 -4.6606 -0.1 -0.2 0.1 0.148
H 5.3358 -2.7990 -3.6816 0.0 0.1 0.0 0.176
H 2.5316 1.5639 -1.2187 0.0 0.0 -0.1 0.173
C -8.4515 -1.1276 3.9241 0.4 0.7 0.0 -0.041
C -7.8652 -2.5454 4.0118 -0.5 0.1 0.5 -0.443
C -7.8514 -3.3756 2.7281 0.2 -0.3 -0.3 -0.297
F -9.0928 -3.5748 2.2390 0.2 0.0 0.1 0.095
F -7.3200 -4.5945 2.9949 0.0 0.1 0.1 0.095
F -8.4814 -3.2211 5.0050 0.0 -0.1 -0.1 0.132
F -6.5634 -2.4012 4.3886 0.2 0.0 -0.3 0.105
O -9.7984 -0.9495 4.3223 0.0 -0.6 0.0 0.053
C -10.8140 -1.2087 3.4394 0.5 0.5 -0.1 -0.548
C -11.6694 -2.3945 3.8874 -0.4 -0.3 0.1 -0.283
F -10.9207 -3.5004 4.0580 -0.1 0.1 0.0 0.100
F -12.5937 -2.6622 2.9358 0.0 0.1 0.0 0.099
F -10.3392 -1.3657 2.1912 -0.3 -0.1 -0.1 0.147
F -11.6063 -0.1171 3.4230 -0.3 0.0 0.0 0.149
H -7.8900 -0.5337 4.6414 0.0 -0.1 0.1 0.151
H -8.2547 -0.6666 2.9558 -0.1 -0.2 -0.1 0.145
H -7.2374 -2.8918 1.9625 0.0 0.1 0.0 0.170
H -12.1772 -2.1632 4.8258 0.0 0.1 0.0 0.176
C 10.3018 -0.0553 0.6419 0.6 -0.1 -0.5 -0.049
C 10.1889 0.9794 1.7723 -0.5 0.0 -0.4 -0.444
C 10.3013 0.4610 3.2059 0.1 0.1 0.5 -0.300
F 9.3363 -0.4363 3.4948 0.2 0.2 0.0 0.094
F 10.1613 1.5010 4.0639 0.0 0.0 -0.1 0.095
F 9.0516 1.6877 1.6140 0.0 0.0 0.1 0.133
F 11.2219 1.8530 1.5992 0.2 -0.1 0.1 0.103
O 9.1023 -0.5502 0.0856 -0.3 0.2 0.4 0.051
C 8.4471 -1.5897 0.6986 0.6 0.0 -0.2 -0.541
C 7.0906 -1.1564 1.2538 -0.5 0.0 0.3 -0.274
F 7.2243 -0.1236 2.1131 0.0 -0.1 -0.1 0.098
F 6.5287 -2.1839 1.9338 0.1 -0.1 -0.1 0.102
F 9.2264 -2.1574 1.6401 -0.2 -0.2 0.1 0.143
F 8.2316 -2.5243 -0.2447 -0.2 -0.1 0.0 0.150
H 10.7725 0.4739 -0.1838 -0.1 0.2 0.0 0.149
H 10.9878 -0.8624 0.8982 -0.1 0.0 0.3 0.146
H 11.2802 0.0030 3.3765 0.0 0.0 -0.1 0.174
H 6.4245 -0.8570 0.4507 0.1 0.0 -0.1 0.150
```
Positions in Å, forces in eV/Å.

# 3
Formula: C24H31F2N5RuSSe
Source: OMol25
Level of theory: ωB97M-V/def2-TZVPD

- 2S+1: 5
- Frontier orbital gap (spin up / spin down): 0.28384 / 0.13910 Ha
- Maximum force: 5.69 eV Å⁻¹
- <S²>: 6.0490
- Energy relative to the best compared isomer or geometry (same formula, charge and spin): 1.553 eV
- Total charge: +2

```
65
Properties=species:S:1:pos:R:3:forces:R:3:mulliken_spin:R:1
Ru -0.4022 0.2984 0.1036 0.4 0.3 -0.1 2.435
N -3.4708 -1.1532 0.3530 0.0 0.0 0.0 0.010
C -2.6432 -1.7544 -0.5148 0.1 0.1 0.0 -0.004
N -1.4310 -1.3128 -0.8050 0.0 -0.3 -0.2 0.048
C -0.8067 -2.1447 -1.7542 -0.2 0.1 0.2 0.026
C 0.4413 -1.9356 -2.3211 0.0 0.0 0.0 0.117
C 0.9104 -2.8549 -3.2430 0.0 0.0 0.0 0.021
C 0.1472 -3.9653 -3.6028 0.0 0.0 0.0 0.004
C -1.1062 -4.1719 -3.0531 0.0 0.0 0.0 -0.002
C -1.5694 -3.2457 -2.1304 0.0 0.0 0.0 0.009
S -3.1068 -3.2192 -1.3059 0.0 -0.1 0.0 0.009
H -3.2890 -0.1960 0.6149 0.0 0.0 0.0 0.017
H -4.4245 -1.4685 0.4191 0.0 0.0 0.0 -0.002
H 1.0289 -1.0664 -2.0508 0.0 0.1 0.0 -0.152
H 1.8815 -2.7075 -3.6971 0.0 0.0 0.0 0.002
H 0.5322 -4.6699 -4.3264 0.0 0.0 0.0 0.000
H -1.7047 -5.0255 -3.3402 0.0 0.0 0.0 0.000
C -4.3379 2.5150 3.6410 0.0 0.0 0.0 0.003
C -3.5649 3.1762 2.5204 0.0 0.0 0.0 0.000
N -2.6034 2.2183 1.9718 0.0 0.0 0.0 0.026
C -2.0562 1.2032 2.6645 0.2 -0.2 -0.1 0.011
N -1.1259 0.4613 2.0362 -0.2 0.2 0.3 0.139
C -0.4165 -0.5465 2.8333 0.0 0.0 -0.1 0.037
C -1.3675 -1.2442 3.7836 0.0 0.0 0.0 -0.006
C -1.9774 -0.1925 4.6857 0.0 0.0 0.0 -0.001
N -2.4726 0.9475 3.9067 -0.1 0.0 0.1 0.027
C -3.3597 1.8845 4.6108 0.0 0.0 0.0 -0.001
H -5.0059 1.7493 3.2410 0.0 0.0 0.0 0.001
H -4.9497 3.2527 4.1572 0.0 0.0 0.0 -0.001
H -3.0368 4.0592 2.8879 0.0 0.0 0.0 0.001
H -4.2246 3.4905 1.7136 0.0 0.0 0.0 0.000
H -2.0856 2.5017 1.1545 0.0 0.0 0.0 0.008
H 0.4099 -0.0818 3.3803 0.0 0.0 0.0 0.002
H 0.0340 -1.2756 2.1444 0.0 0.0 0.0 -0.007
H -0.8473 -1.9874 4.3861 0.0 0.0 0.0 0.002
H -2.1467 -1.7551 3.2134 0.0 0.0 0.0 0.000
H -1.2460 0.1664 5.4149 0.0 0.0 0.0 0.001
H -2.8226 -0.5996 5.2401 0.0 0.0 0.0 0.000
H -2.7582 2.6459 5.1150 0.0 0.0 0.0 0.001
H -3.8820 1.3164 5.3781 0.0 0.0 0.0 -0.001
C 5.6619 -0.2596 -4.2342 0.4 -0.5 -0.2 0.011
C 4.6985 0.1142 -3.1712 -0.2 0.0 0.3 0.008
C 4.1486 1.4111 -3.1099 2.8 -2.3 -2.4 0.290
C 3.3026 1.7645 -2.1135 -3.0 -0.4 4.2 0.189
C 2.7779 3.1634 -2.0036 0.5 -0.3 -0.3 0.007
C 2.9373 0.7488 -1.1448 1.0 -0.5 -1.5 0.136
Se 1.8606 1.2668 0.2621 -1.1 0.3 1.3 0.267
C 3.4953 -0.5889 -1.2016 -3.5 2.7 3.5 0.157
C 3.1666 -1.6279 -0.1730 -0.1 0.1 -0.6 0.013
C 4.3511 -0.8582 -2.2020 2.9 0.4 -4.1 0.243
H 5.8450 0.5433 -4.9426 0.0 0.0 0.0 -0.001
H 5.3004 -1.1418 -4.7704 0.0 0.1 -0.1 -0.004
H 6.6110 -0.5574 -3.7773 0.0 0.1 -0.1 -0.004
H 4.4359 2.1359 -3.8608 0.0 0.0 -0.1 -0.012
H 3.1154 3.7591 -2.8481 0.0 0.1 0.0 -0.004
H 3.1371 3.6296 -1.0838 0.0 0.0 0.1 0.021
H 1.6901 3.1953 -1.9560 -0.1 -0.1 0.1 0.020
H 2.1685 -1.4944 0.2388 0.0 0.2 0.0 -0.013
H 3.8734 -1.5844 0.6582 0.1 0.1 0.1 0.032
H 3.2230 -2.6198 -0.6175 0.2 -0.1 0.0 -0.001
H 4.8099 -1.8362 -2.2889 0.0 -0.1 0.0 -0.024
F -1.0543 2.8993 -0.6625 -0.1 0.2 0.0 -0.006
C -1.2349 1.6415 -1.1408 0.2 -0.2 0.1 -0.124
F -2.5733 1.3882 -1.1054 -0.1 0.0 0.0 0.002
H -0.8910 1.5956 -2.1773 0.0 0.0 0.0 0.014
```
Positions in Å, forces in eV/Å.

Question: maximum force of number 1 (C24H31Cl28IN5O5S)?
Answer: 8.51 eV Å⁻¹

Question: The highest maximum force belongs to which entry?
Answer: C24H31Cl28IN5O5S

Question: The highest maximum force belongs to which entry?
Answer: C24H31Cl28IN5O5S

Question: maximum force of number 3 (C24H31F2N5RuSSe)?
Answer: 5.69 eV Å⁻¹